# 1
C10H14Cl3N4O5OsSi | ωB97M-V with the def2-TZVPD basis set

Element x y z (Å)
C -0.522 1.600 -2.327
O 0.832 1.503 -1.802
N 2.286 -0.692 -0.602
Cl 2.604 0.801 3.055
H 4.781 -2.533 1.808
N 4.707 -2.924 0.885
C -1.798 -1.097 -0.077
N 4.110 -2.758 -1.315
C 4.085 -2.290 -0.108
Si 1.230 1.501 1.699
C -1.372 1.918 2.507
H -0.532 2.218 -3.224
C 3.357 -2.083 -2.226
C -1.647 2.393 1.097
H -2.705 2.646 1.008
C -2.346 0.316 0.102
H 3.063 -0.994 1.299
H 5.253 -3.741 0.655
H -0.801 0.579 -2.592
H 1.334 2.332 -1.821
O -0.521 -1.222 0.317
H -1.054 3.294 0.951
H 3.465 -2.406 -3.253
O -0.101 1.563 2.723
H -0.962 3.180 -1.035
H -2.776 0.325 1.106
N -1.303 1.398 0.027
H -3.159 0.494 -0.600
O -2.451 -2.005 -0.490
C -1.383 2.195 -1.243
Os 0.681 0.212 -0.161
C 3.396 -0.992 0.263
H 1.789 -0.698 -2.667
O -2.205 1.905 3.360
Cl 1.741 3.414 1.202
C 2.453 -1.108 -1.923
H -2.425 2.339 -1.533
Cl 4.618 0.316 0.155

The HOMO energy (spin up / spin down) comes out at -11.512 / -11.513 eV. The net charge is +1. The total energy comes out at -2745.3220 Eh. The value obtained for the orbital gap (spin up / spin down) is 5.937 / 5.941 eV. As for the spin multiplicity: 1.

Let us look at the Mulliken charges, expressed in e, one per atom:
1 C -0.69
2 O -0.43
3 N 0.23
4 Cl -0.27
5 H 0.21
6 N -0.31
7 C 0.33
8 N -0.65
9 C 0.32
10 Si 0.50
11 C 0.56
12 H 0.50
13 C -0.42
14 C -1.03
15 H 0.42
16 C -0.52
17 H 0.30
18 H 0.29
19 H 0.27
20 H 0.30
21 O -0.63
22 H 0.51
23 H 0.39
24 O -0.32
25 H 0.39
26 H 0.51
27 N 0.46
28 H 0.34
29 O -0.55
30 C -0.65
31 Os 1.01
32 C -0.10
33 H 0.36
34 O -0.53
35 Cl -0.28
36 C -0.19
37 H 0.46
38 Cl -0.07

***

# 2
C9H12N2O2 | ωB97M-V with the def2-TZVPD basis set

Element x y z (Å)
C -2.902 -3.135 -1.938
N -1.516 -3.809 -1.834
H 0.400 2.384 2.739
H -4.107 -1.587 -0.848
C 0.739 1.259 2.541
H 1.479 0.907 3.394
N -2.050 -1.087 -0.828
H 0.957 1.868 -1.007
C -3.132 -1.889 -1.274
H -0.214 0.639 2.572
C -0.025 -0.406 -1.102
O -0.414 0.510 -0.323
C -0.453 -2.923 -1.589
H -0.152 2.623 0.433
H 0.595 -3.295 -1.880
C 2.465 2.439 0.917
H 1.693 0.104 0.745
H 3.133 2.721 1.937
H -3.745 -3.875 -2.154
O 1.137 -0.664 -1.444
C -0.892 -1.582 -1.255
C 0.486 1.661 0.057
H 1.985 3.293 0.950
H 3.064 2.721 0.074
C 1.468 1.121 1.118

Its energy above the lowest of the compared OMol25 structures with the same formula, charge and spin is 519.7 kJ/mol. The HOMO energy comes out at -9.616 eV. The net charge is 0. The total energy comes out at -609.9259 Eh. The value obtained for the orbital gap is 9.200 eV. As for the spin multiplicity: 1.

Let us look at the Mulliken charges, expressed in e, one per atom:
1 C -0.24
2 N -0.47
3 H 0.24
4 H 0.35
5 C -1.09
6 H 0.31
7 N -0.29
8 H 0.26
9 C -0.20
10 H 0.33
11 C 0.61
12 O -0.32
13 C -0.16
14 H 0.36
15 H 0.37
16 C -1.59
17 H 0.38
18 H 0.28
19 H 0.30
20 O -0.65
21 C 0.41
22 C -0.65
23 H 0.61
24 H 0.47
25 C 0.36

***

# 3
CF5NS | ωB97M-V with the def2-TZVPD basis set

Element x y z (Å)
F -1.523 -0.588 -1.203
F 2.470 1.311 0.293
F -1.291 1.329 -0.244
F 2.840 -0.998 -0.032
N 0.574 -0.410 0.310
C -1.232 0.026 -0.079
S 1.698 0.069 -0.558
F -1.958 -0.384 0.912

Its energy above the lowest of the compared OMol25 structures with the same formula, charge and spin is 136.8 kJ/mol. The HOMO energy comes out at -10.937 eV. The net charge is 0. The total energy comes out at -990.2905 Eh. The value obtained for the orbital gap is 10.481 eV. As for the spin multiplicity: 1.

Let us look at the Mulliken charges, expressed in e, one per atom:
1 F -0.18
2 F -0.28
3 F -0.17
4 F -0.22
5 N -0.34
6 C 0.79
7 S 0.58
8 F -0.17

***

# 4
C3H2BrFN2 | ωB97M-V with the def2-TZVPD basis set

Element x y z (Å)
H -0.979 1.108 0.203
C 0.220 -0.780 0.028
Br -3.649 0.388 0.004
H 1.340 -0.529 -0.056
C -2.082 -0.526 -0.144
N -0.064 -2.084 0.045
N -0.850 0.065 0.033
F -2.016 -3.435 0.007
C -1.348 -2.315 0.101

Its energy above the lowest of the compared OMol25 structures with the same formula, charge and spin is 113.9 kJ/mol. The HOMO energy comes out at -7.569 eV. The net charge is 0. The total energy comes out at -2898.7735 Eh. The value obtained for the orbital gap is 8.097 eV. As for the spin multiplicity: 1.

Let us look at the Mulliken charges, expressed in e, one per atom:
1 H 0.26
2 C -0.11
3 Br -0.13
4 H 0.35
5 C -0.10
6 N -0.45
7 N -0.09
8 F -0.18
9 C 0.45